# 1
47
Properties=species:S:1:pos:R:3 method="wB97M-V/def2-TZVPD" lumo_ev=-3.32 mol_weight_g_mol=699.28 total_charge=+1 fmax_ev_per_a=0.4 orbital_gap_ev=7.7 de_lowest_kj_mol=0.0 e_homo_ev=-10.9890
Pt -0.63 -0.32 0.80
O -4.27 -0.29 -3.14
C -4.50 -1.47 -2.46
C -5.63 -2.23 -2.67
C -5.82 -3.39 -1.93
C -4.88 -3.77 -0.98
C -3.75 -3.00 -0.78
C -3.54 -1.85 -1.52
C -2.30 -1.00 -1.36
O -1.37 -1.58 -0.50
N -2.72 0.33 -0.86
N -1.90 0.96 -0.01
C -2.04 2.18 0.36
C -1.24 2.77 1.41
Br 0.12 1.60 2.14
C -1.43 4.00 1.90
C -0.69 4.72 2.93
C -1.42 5.52 3.82
C -0.77 6.22 4.82
C 0.61 6.16 4.93
C 1.35 5.40 4.03
C 0.70 4.69 3.04
H -4.92 -0.17 -3.83
H -6.37 -1.93 -3.41
H -6.70 -3.99 -2.09
H -5.04 -4.67 -0.40
H -3.00 -3.29 -0.06
H -1.84 -0.85 -2.35
H -3.34 0.89 -1.43
H -2.83 2.79 -0.08
H -2.29 4.51 1.48
H -2.50 5.58 3.73
H -1.35 6.82 5.51
H 1.12 6.72 5.71
H 2.42 5.38 4.10
H 1.29 4.14 2.31
Br 1.55 -5.57 0.27
C 1.24 -4.09 1.39
C 1.51 -4.16 2.74
C 1.27 -3.03 3.51
C 0.76 -1.90 2.91
N 0.49 -1.85 1.59
C 0.73 -2.93 0.84
H 1.90 -5.06 3.19
H 1.47 -3.02 4.57
H 0.56 -1.00 3.47
H 0.50 -2.85 -0.22

=====

# 2
51
Properties=species:S:1:pos:R:3 method="wB97M-V/def2-TZVPD" lumo_ev=0.58 mol_weight_g_mol=408.54 total_charge=0 fmax_ev_per_a=1.0 orbital_gap_ev=9.1 de_lowest_kj_mol=76.2 e_homo_ev=-8.5018 smiles="COc1ccccc1N(CC(=O)NC1CCCCC1)S(=O)(=O)c1cccs1"
C -1.72 3.89 1.29
O -0.82 3.12 0.52
C 0.36 3.69 0.14
C 0.65 5.04 0.22
C 1.86 5.52 -0.24
C 2.80 4.66 -0.77
C 2.54 3.30 -0.82
C 1.32 2.80 -0.38
N 1.00 1.43 -0.38
C 1.62 0.56 -1.37
C 0.63 -0.50 -1.89
O -0.02 -0.32 -2.91
N 0.61 -1.62 -1.17
C -0.18 -2.79 -1.51
C -1.31 -3.03 -0.51
C -0.77 -3.40 0.87
C 0.11 -4.65 0.77
C 1.26 -4.41 -0.20
C 0.73 -4.02 -1.58
S 0.63 0.77 1.11
O 0.86 1.71 2.16
O 1.32 -0.49 1.22
C -1.10 0.39 1.00
C -1.87 -0.14 1.99
C -3.21 -0.32 1.59
C -3.42 0.09 0.31
S -1.99 0.70 -0.43
H -2.52 3.21 1.58
H -2.14 4.72 0.71
H -1.23 4.28 2.19
H -0.07 5.73 0.62
H 2.07 6.58 -0.19
H 3.75 5.03 -1.12
H 3.28 2.62 -1.20
H 2.50 0.06 -0.95
H 1.91 1.17 -2.22
H 1.08 -1.62 -0.27
H -0.60 -2.58 -2.50
H -1.93 -2.13 -0.44
H -1.93 -3.84 -0.88
H -0.18 -2.57 1.28
H -1.60 -3.58 1.55
H 0.50 -4.90 1.76
H -0.50 -5.49 0.42
H 1.87 -5.31 -0.28
H 1.90 -3.61 0.19
H 1.56 -3.82 -2.26
H 0.15 -4.85 -1.99
H -1.48 -0.39 2.96
H -3.97 -0.73 2.22
H -4.33 0.06 -0.25

=====

# 3
62
Properties=species:S:1:pos:R:3 method="wB97M-V/def2-TZVPD" lumo_ev="0.36 / 0.40" mol_weight_g_mol=722.75 multiplicity=2 total_charge=-1 fmax_ev_per_a=0.7 orbital_gap_ev="6.1 / 6.2" de_lowest_kj_mol=171.8 e_homo_ev="-5.7495 / -5.7495"
Ru -0.35 -0.81 -0.26
C -5.93 -1.20 -0.26
C -5.33 -0.60 -1.36
C -4.04 -0.11 -1.28
C -3.33 -0.20 -0.08
C -3.94 -0.78 1.02
C -5.23 -1.30 0.94
N -1.98 0.30 0.01
C -1.85 1.66 -0.11
C -2.90 2.59 -0.01
C -2.65 3.94 -0.13
C -1.35 4.42 -0.35
C -0.31 3.54 -0.43
C -0.55 2.17 -0.32
N 0.46 1.19 -0.32
N 1.62 1.62 -0.41
C 2.63 0.68 -0.17
C 3.91 0.94 -0.65
C 4.90 0.03 -0.36
C 4.59 -1.08 0.42
C 3.29 -1.24 0.85
N 2.33 -0.37 0.57
H -6.93 -1.60 -0.33
H -5.87 -0.52 -2.29
H -3.56 0.35 -2.14
H -3.39 -0.84 1.95
H -5.68 -1.79 1.80
H -3.91 2.24 0.16
H -3.47 4.64 -0.05
H -1.18 5.49 -0.44
H 0.71 3.87 -0.58
H 4.08 1.82 -1.26
H 5.91 0.18 -0.72
H 5.34 -1.82 0.66
H 2.99 -2.11 1.42
O -7.10 -3.15 3.12
S -7.62 -4.50 2.97
O -7.07 -5.47 3.89
O -9.05 -4.58 2.76
C -6.89 -5.01 1.37
N -7.61 -5.72 0.50
C -7.03 -5.98 -0.66
C -5.77 -5.53 -0.99
C -5.09 -4.84 -0.01
N -5.64 -4.61 1.18
C -3.77 -4.19 -0.19
C -3.38 -3.67 -1.41
C -2.31 -2.80 -1.45
N -1.60 -2.50 -0.36
C -1.87 -3.14 0.78
C -2.95 -3.97 0.92
H -7.61 -6.57 -1.37
H -5.33 -5.73 -1.96
H -3.97 -3.82 -2.30
H -2.02 -2.29 -2.36
H -1.22 -2.92 1.62
H -3.23 -4.38 1.88
O 2.71 -2.78 -1.94
S 1.29 -2.76 -1.71
O 0.97 -2.45 -0.27
O 0.55 -3.89 -2.22
S 0.43 -0.98 -2.40

=====

# 4
21
Properties=species:S:1:pos:R:3 method="wB97M-V/def2-TZVPD" lumo_ev=3.79 mol_weight_g_mol=117.17 total_charge=-1 fmax_ev_per_a=2.1 orbital_gap_ev=6.4 de_lowest_kj_mol=102.1 e_homo_ev=-2.5683 smiles=CC[C@H](CN)NC[O-]
C -1.56 1.14 -0.99
C -0.80 0.48 0.19
C 0.55 -0.09 -0.25
C 0.39 -1.52 -0.86
N -0.82 -2.32 -0.62
N 1.61 -0.10 0.75
C 1.64 1.20 1.62
O 0.97 1.07 2.76
H -0.86 1.85 -1.42
H -1.84 0.43 -1.78
H -2.48 1.58 -0.60
H -1.47 -0.22 0.70
H -0.67 1.24 0.96
H 0.94 0.53 -1.05
H 1.26 -2.17 -0.73
H 0.40 -1.33 -1.94
H -1.20 -2.20 0.31
H -1.55 -1.94 -1.22
H 1.48 -0.83 1.43
H 1.32 1.92 0.84
H 2.70 1.27 1.90

=====

# 5
96
Properties=species:S:1:pos:R:3 method="wB97M-V/def2-TZVPD" lumo_ev=-3.19 mol_weight_g_mol=1027.97 total_charge=+1 fmax_ev_per_a=0.4 orbital_gap_ev=7.1 de_lowest_kj_mol=0.0 e_homo_ev=-10.2813
Pb 1.27 0.45 0.99
N 0.38 2.86 1.43
C 1.40 3.89 1.69
C 2.24 3.56 2.93
C 3.16 2.37 2.70
O 4.36 2.52 2.58
O 2.56 1.21 2.62
H -0.26 3.16 0.70
H -0.19 2.72 2.26
H 0.93 4.87 1.82
H 2.05 3.96 0.81
H 1.57 3.35 3.77
H 2.85 4.43 3.18
S -0.88 1.01 -1.22
C 0.21 1.72 -2.43
N -0.23 2.16 -3.57
N -1.49 2.12 -3.85
C -1.98 2.60 -5.09
C -1.13 3.13 -6.05
C -1.68 3.56 -7.25
C -3.04 3.47 -7.49
C -3.88 2.94 -6.52
C -3.35 2.50 -5.31
N 1.59 1.83 -2.34
N 2.20 1.46 -1.32
C 3.62 1.61 -1.41
C 4.24 2.05 -2.59
C 5.62 2.17 -2.61
C 6.37 1.88 -1.48
C 5.75 1.46 -0.32
C 4.37 1.32 -0.28
H -2.15 1.76 -3.17
H -0.07 3.20 -5.86
H -1.02 3.98 -8.01
H -3.45 3.82 -8.43
H -4.94 2.88 -6.69
H -4.00 2.09 -4.55
H 3.65 2.28 -3.46
H 6.11 2.50 -3.52
H 7.45 1.98 -1.51
H 6.33 1.26 0.58
H 3.91 1.01 0.64
O 5.68 -4.68 2.32
C 4.83 -3.67 2.07
C 4.49 -2.70 3.01
C 3.62 -1.70 2.63
N 3.06 -1.64 1.42
C 3.41 -2.57 0.55
Br 2.66 -2.39 -1.19
C 4.28 -3.61 0.79
H 6.02 -4.62 3.22
H 4.92 -2.71 4.01
H 3.35 -0.90 3.32
H 4.53 -4.33 0.04
C -0.43 -4.42 0.84
C -1.35 -4.21 2.01
C -1.70 -5.28 2.83
C -2.54 -5.12 3.92
C -3.05 -3.87 4.22
C -2.72 -2.79 3.42
C -1.88 -2.95 2.32
P -1.44 -1.56 1.23
C -1.89 -0.08 2.22
C -0.97 0.09 3.27
C -1.02 1.19 4.12
C -1.99 2.16 3.90
C -2.89 2.01 2.86
C -2.87 0.90 2.01
C -3.94 0.81 0.95
C -2.61 -1.78 -0.17
C -3.84 -2.40 0.02
C -4.71 -2.58 -1.04
C -4.36 -2.15 -2.31
C -3.12 -1.56 -2.51
C -2.23 -1.38 -1.46
C -0.90 -0.76 -1.75
H -0.09 -5.45 0.80
H 0.44 -3.77 0.90
H -0.94 -4.20 -0.11
H -1.30 -6.26 2.60
H -2.79 -5.98 4.53
H -3.71 -3.74 5.07
H -3.13 -1.81 3.65
H -0.22 -0.67 3.44
H -0.31 1.27 4.93
H -2.05 3.03 4.55
H -3.65 2.76 2.70
H -4.54 1.72 0.95
H -4.61 -0.03 1.14
H -3.53 0.68 -0.05
H -4.12 -2.74 1.01
H -5.67 -3.07 -0.88
H -5.03 -2.30 -3.15
H -2.83 -1.25 -3.51
H -0.70 -0.77 -2.82
H -0.09 -1.28 -1.23

=====

# 6
11
Properties=species:S:1:pos:R:3 method="wB97M-V/def2-TZVPD" lumo_ev="-1.44 / -3.10" mol_weight_g_mol=152.98 total_charge=0 fmax_ev_per_a=4.7 orbital_gap_ev="8.2 / 5.1" de_lowest_kj_mol=217.9 e_homo_ev="-9.6366 / -8.2436"
C 0.39 -0.23 0.31
C 1.90 0.07 0.73
N -1.15 0.14 -1.20
N -0.14 0.69 -0.70
O -0.35 -1.08 0.71
Br -3.91 0.26 0.37
H 2.13 -0.57 1.56
H 2.41 -0.20 -0.29
H 1.90 1.05 1.07
H -1.71 0.58 -1.94
H -1.46 -0.72 -0.62